132
Properties=species:S:1:pos:R:3 method="wB97M-V/def2-TZVPD" relative_energy_kcal_mol=0.0 s2=6.018 lumo_ha="-0.0926 / -0.0931" multiplicity=5 charge=+1
Fe 0.34441 -0.37751 -0.06235
O -1.59464 0.95122 0.66903
S -0.62227 1.26153 1.78476
C -1.51556 0.97157 3.28541
C -2.14375 2.02556 3.90350
C -2.83633 1.89758 5.11989
C -2.85004 0.66575 5.70402
C -3.47507 0.21150 6.99363
C -3.15927 -1.30003 7.07771
C -2.47197 -1.61583 5.77851
C -2.08731 -2.80827 5.24212
C -1.53428 -2.78910 3.95151
C -1.28185 -1.65267 3.20784
P -0.80905 -1.99285 1.45106
C 0.31073 -3.42748 1.51060
C 1.14506 -3.70599 2.58954
C 2.04291 -4.76129 2.53042
C 2.12851 -5.53879 1.38582
C 1.30891 -5.25771 0.30194
C 0.40423 -4.21203 0.36050
C -2.35962 -2.65436 0.77400
C -3.21390 -1.78804 0.10028
C -4.42673 -2.25142 -0.38466
C -4.78656 -3.57809 -0.21404
C -3.93022 -4.44865 0.44358
C -2.72217 -3.98826 0.93999
C -1.62845 -0.37818 3.78259
C -2.26488 -0.43390 5.03775
C -0.21458 2.98418 1.70232
C 0.17703 3.58637 2.87698
C 0.52934 4.94489 2.96419
C 0.44631 5.68436 1.82110
C 0.68760 7.15153 1.59570
C 0.44826 7.36734 0.08275
C 0.12298 6.00013 -0.44992
C -0.13746 5.58074 -1.71855
C -0.32269 4.20199 -1.92044
C -0.31480 3.24481 -0.92495
P -0.35046 1.52367 -1.57696
C -2.07280 1.26916 -2.09000
C -3.06516 2.18335 -1.75017
C -4.38189 1.95060 -2.11175
C -4.71940 0.80508 -2.81795
C -3.73776 -0.11754 -3.14597
C -2.42197 0.10890 -2.77641
C 0.62076 1.66415 -3.10637
C 1.96192 2.01171 -2.96589
C 2.80132 2.03251 -4.06192
C 2.31041 1.69539 -5.31808
C 0.97597 1.35930 -5.46685
C 0.13056 1.34910 -4.36578
C -0.16420 3.68249 0.44069
C 0.11373 5.05598 0.60197
H -2.09335 3.00512 3.44652
H -3.31619 2.75695 5.56147
H -4.54964 0.39820 6.97757
H -3.06995 0.76724 7.84040
H -4.05877 -1.90236 7.20426
H -2.50269 -1.52671 7.91990
H -2.23626 -3.74838 5.75069
H -1.31348 -3.74958 3.50293
H 1.09091 -3.11217 3.49211
H 2.67333 -4.97304 3.38230
H 2.82547 -6.36333 1.33995
H 1.36661 -5.86032 -0.59352
H -0.23843 -4.00802 -0.48395
H -2.93722 -0.75667 -0.05382
H -5.08089 -1.56985 -0.90806
H -5.73092 -3.93805 -0.59837
H -4.19854 -5.48750 0.56865
H -2.05528 -4.68143 1.43648
H 0.18469 2.99714 3.78536
H 0.81673 5.37004 3.91477
H 1.70173 7.42314 1.89095
H 0.01133 7.75032 2.20592
H 1.32712 7.77994 -0.41479
H -0.37579 8.05892 -0.10330
H -0.16194 6.25756 -2.56025
H -0.44582 3.86759 -2.94340
H -2.81490 3.07759 -1.19587
H -5.14520 2.66762 -1.84254
H -5.74744 0.62972 -3.10701
H -3.98910 -1.02482 -3.67533
H -1.67669 -0.63324 -3.01017
H 2.35848 2.26339 -1.98995
H 3.84012 2.30575 -3.93796
H 2.96744 1.69970 -6.17578
H 0.58406 1.10110 -6.44007
H -0.91044 1.09508 -4.50564
Cl 2.15507 -2.83304 -6.61370
C 1.45750 -2.57072 -5.04690
C 2.19470 -1.91151 -4.07656
C 1.58542 -1.69565 -2.86210
Cl 2.46516 -0.90954 -1.56497
C 0.27003 -2.06213 -2.53310
O -0.29357 -1.75664 -1.40972
C -0.39598 -2.78859 -3.54689
Cl -1.99038 -3.37689 -3.20287
C 0.17292 -3.02687 -4.78397
H 3.20032 -1.57439 -4.26869
H -0.38334 -3.56203 -5.53769
C 2.08286 -0.67001 4.63129
C 2.70307 0.46161 3.81756
C 3.98675 0.93678 4.48481
Sb 2.79293 -0.04517 1.72070
C 3.24582 1.92081 0.86414
C 3.55408 3.03412 1.85463
C 4.33488 1.86375 -0.19874
C 4.63839 -1.07056 1.29680
C 4.44680 -2.58071 1.34265
C 5.85801 -0.64082 2.09644
H 1.92830 -0.34984 5.66372
H 2.74590 -1.53811 4.65872
H 1.11816 -0.99169 4.23593
H 1.98964 1.29774 3.79986
H 4.67862 0.10679 4.62895
H 3.75199 1.32972 5.47637
H 4.50724 1.71842 3.93199
H 2.29698 2.16566 0.36415
H 4.58594 2.96854 2.20950
H 2.90301 3.03913 2.72741
H 3.44522 4.00381 1.36091
H 5.30250 1.60412 0.23164
H 4.44604 2.84844 -0.66040
H 4.12408 1.15469 -0.99738
H 4.78691 -0.77728 0.25153
H 4.30352 -2.92997 2.36637
H 5.33027 -3.08431 0.94863
H 3.58389 -2.91015 0.76053
H 5.80640 -1.01019 3.12034
H 5.98381 0.44108 2.13879
H 6.75963 -1.06299 1.64846